# C64H153N11O11

A cluster of 11 separate species, C64H153N11O11 in total in a non-equilibrium geometry (ωB97M-V with the def2-TZVPD basis set, the Open Molecules 2025 dataset).

Summary:
F_max (eV Å⁻¹): 2.9
Energy relative to the best compared isomer or geometry (same formula, charge and spin) (kJ/mol): 356.5
Net charge: 0
Frontier orbital gap (eV): 8.079
SMILES: CC1(C)CCCC(C)(C)N1O.CC1(C)CCCC(C)(C)N1O.CC1(C)CCCC(C)(C)N1O.CC1(C)CCCC(C)(C)N1O.COC[C@H](C)N.COC[C@H](C)N.COC[C@H](C)N.COC[C@H](C)N.COC[C@H](C)N.COC[C@H](C)N.COC[C@H](C)N
Spin multiplicity: 1

```
239
C64H153N11O11 (ωB97M-V with the def2-TZVPD basis set)
C -6.99 0.97 4.73
C -6.55 -0.52 4.63
C -7.76 -1.48 4.69
C -5.85 -0.68 3.32
C -4.94 -1.84 3.16
C -3.94 -1.82 4.35
C -4.53 -1.74 5.79
C -5.07 -3.13 6.20
C -3.36 -1.34 6.66
N -5.63 -0.76 5.74
O -6.06 -0.44 7.02
H -7.73 0.96 5.54
H -6.20 1.67 4.99
H -7.55 1.35 3.89
H -8.20 -1.65 5.67
H -8.53 -1.06 4.04
H -7.55 -2.51 4.40
H -6.61 -0.70 2.53
H -5.19 0.15 3.08
H -5.61 -2.70 3.19
H -4.45 -1.83 2.19
H -3.20 -1.02 4.26
H -3.37 -2.74 4.21
H -5.59 -3.01 7.15
H -4.34 -3.85 6.56
H -5.80 -3.52 5.49
H -2.56 -2.07 6.65
H -3.63 -1.08 7.69
H -2.95 -0.44 6.21
H -5.88 0.50 7.03
C -2.11 1.59 1.67
C -0.65 1.08 1.54
C 0.36 1.51 2.67
C -0.79 -0.48 1.55
C 0.57 -1.21 1.20
C 0.98 -0.66 -0.23
C 1.12 0.85 -0.46
C 2.42 1.39 0.18
C 1.07 1.07 -1.98
N -0.09 1.42 0.23
O -0.13 2.81 0.01
H -2.81 1.05 1.04
H -2.45 1.33 2.67
H -2.20 2.67 1.66
H 1.34 1.04 2.57
H 0.58 2.57 2.73
H 0.06 1.27 3.69
H -1.16 -0.80 2.53
H -1.55 -0.84 0.87
H 1.35 -0.96 1.92
H 0.54 -2.30 1.19
H 0.26 -1.12 -0.91
H 1.95 -1.11 -0.43
H 3.16 1.56 -0.60
H 2.85 0.73 0.94
H 2.35 2.39 0.61
H 0.17 0.76 -2.52
H 1.88 0.64 -2.56
H 1.07 2.13 -2.23
H -0.88 2.99 -0.57
C 2.46 -4.52 -4.09
C 2.77 -3.66 -5.36
C 4.25 -3.94 -5.72
C 1.83 -4.21 -6.44
C 1.67 -3.36 -7.69
C 1.41 -1.93 -7.27
C 2.39 -1.29 -6.32
C 3.74 -0.92 -6.96
C 1.68 0.07 -5.86
N 2.47 -2.20 -5.10
O 3.06 -1.68 -3.91
H 2.74 -5.56 -4.23
H 2.87 -4.15 -3.16
H 1.39 -4.58 -3.89
H 5.00 -3.58 -5.02
H 4.41 -5.02 -5.82
H 4.57 -3.54 -6.68
H 2.26 -5.13 -6.83
H 0.89 -4.51 -5.97
H 2.61 -3.43 -8.23
H 0.90 -3.78 -8.33
H 0.38 -1.87 -6.91
H 1.53 -1.40 -8.21
H 4.52 -0.68 -6.24
H 3.57 -0.20 -7.75
H 4.17 -1.75 -7.52
H 2.43 0.73 -5.42
H 0.80 -0.06 -5.24
H 1.16 0.59 -6.67
H 4.00 -1.61 -4.09
C -1.21 -5.71 -2.70
C -1.47 -4.78 -1.53
C -0.39 -4.95 -0.50
C -1.38 -3.32 -2.00
C -2.59 -2.82 -2.84
C -3.81 -3.04 -1.95
C -3.99 -4.51 -1.37
C -5.06 -4.30 -0.31
C -4.43 -5.48 -2.52
N -2.73 -5.00 -0.81
O -2.80 -6.35 -0.32
H -1.36 -6.74 -2.36
H -1.91 -5.53 -3.52
H -0.18 -5.64 -3.04
H -0.22 -5.94 -0.07
H 0.60 -4.72 -0.91
H -0.49 -4.22 0.31
H -1.26 -2.65 -1.15
H -0.46 -3.18 -2.57
H -2.50 -1.76 -3.07
H -2.71 -3.37 -3.77
H -4.73 -2.81 -2.48
H -3.89 -2.37 -1.09
H -4.72 -3.82 0.61
H -5.41 -5.29 -0.01
H -5.99 -3.80 -0.60
H -4.16 -6.52 -2.38
H -3.95 -5.29 -3.48
H -5.51 -5.47 -2.63
H -2.87 -6.23 0.62
C 2.57 -0.58 5.05
O 1.42 -1.44 5.09
C 1.64 -2.68 4.46
C 0.37 -3.55 4.50
C -0.04 -3.94 5.96
N 0.71 -4.83 3.80
H 2.35 0.39 5.50
H 3.01 -0.32 4.08
H 3.39 -0.98 5.64
H 2.04 -2.53 3.46
H 2.47 -3.15 4.99
H -0.45 -3.03 4.01
H -1.02 -4.41 5.96
H -0.26 -3.04 6.53
H 0.60 -4.57 6.57
H 1.12 -4.51 2.93
H 1.52 -5.15 4.32
C 5.91 2.45 -2.13
O 6.78 3.24 -1.32
C 6.87 2.89 0.03
C 7.56 4.01 0.79
C 8.98 4.05 0.51
N 7.50 3.85 2.21
H 6.27 1.44 -2.30
H 5.78 2.96 -3.09
H 4.92 2.43 -1.68
H 5.87 2.86 0.45
H 7.28 1.92 0.30
H 7.08 4.98 0.67
H 9.23 3.95 -0.55
H 9.45 3.12 0.85
H 9.48 4.88 1.01
H 7.93 3.00 2.53
H 6.57 3.71 2.58
C -1.02 6.55 -4.71
O -0.71 6.89 -3.39
C 0.37 6.08 -2.89
C 0.76 6.57 -1.50
C 1.82 5.71 -0.81
N -0.43 6.57 -0.69
H -1.97 6.97 -5.05
H -1.04 5.48 -4.91
H -0.20 6.92 -5.33
H 0.09 5.03 -2.85
H 1.23 6.11 -3.55
H 1.20 7.56 -1.63
H 2.24 6.30 0.01
H 2.68 5.63 -1.46
H 1.53 4.71 -0.51
H -0.53 5.57 -0.55
H -1.15 6.79 -1.37
C 4.40 2.15 3.40
O 4.79 3.52 3.23
C 4.12 4.42 4.13
C 4.67 5.91 3.94
C 4.51 6.32 2.49
N 6.05 6.02 4.39
H 3.32 2.08 3.25
H 4.60 1.66 4.35
H 4.84 1.49 2.65
H 3.04 4.46 4.00
H 4.29 4.12 5.17
H 4.15 6.54 4.65
H 5.05 5.66 1.82
H 4.88 7.34 2.40
H 3.46 6.28 2.20
H 6.61 5.53 3.70
H 6.41 6.96 4.31
C -8.58 2.15 -3.78
O -7.91 2.48 -2.52
C -7.11 1.40 -2.05
C -7.10 1.19 -0.51
C -6.52 2.31 0.40
N -6.25 0.03 -0.25
H -9.28 2.92 -4.10
H -9.27 1.33 -3.62
H -7.88 1.91 -4.58
H -7.47 0.48 -2.53
H -6.13 1.71 -2.40
H -8.12 0.92 -0.22
H -5.43 2.36 0.43
H -6.88 2.16 1.41
H -6.82 3.25 -0.06
H -6.85 -0.75 -0.46
H -6.21 -0.07 0.75
C 6.51 -2.15 -1.28
O 6.27 -1.46 -0.03
C 5.85 -2.35 1.08
C 5.47 -1.65 2.43
C 6.68 -1.06 3.22
N 4.74 -2.54 3.36
H 7.13 -3.04 -1.10
H 6.99 -1.46 -1.97
H 5.56 -2.42 -1.73
H 4.97 -2.87 0.71
H 6.53 -3.18 1.24
H 4.86 -0.78 2.19
H 6.34 -0.57 4.14
H 7.25 -0.40 2.56
H 7.33 -1.88 3.52
H 5.36 -3.25 3.73
H 4.10 -3.04 2.76
C -2.99 4.26 -1.30
O -1.86 3.68 -1.86
C -2.08 3.01 -3.15
C -3.09 1.88 -3.07
C -2.76 0.76 -2.00
N -3.24 1.21 -4.35
H -2.71 4.99 -0.55
H -3.52 3.49 -0.74
H -3.61 4.76 -2.05
H -2.40 3.74 -3.89
H -1.10 2.62 -3.42
H -4.04 2.34 -2.81
H -3.62 0.11 -1.81
H -2.43 1.18 -1.05
H -1.94 0.10 -2.28
H -3.23 1.90 -5.09
H -2.40 0.70 -4.56
```


# C6H16B2O3P

The ion C6H16B2O3P with charge -1 (ωB97M-V with the def2-TZVPD basis set, the Open Molecules 2025 dataset).

Summary:
F_max (eV Å⁻¹): 0.7
Net charge: -1
Frontier orbital gap (eV): 6.629
Spin multiplicity: 1

```
28
C6H16B2O3P (ωB97M-V with the def2-TZVPD basis set)
C -1.56 -2.82 1.49
C -2.21 -1.91 0.43
B -1.35 -1.57 -0.84
O -2.03 -1.25 -2.02
C 0.24 -1.54 -0.82
C 0.83 -0.65 -1.91
O 0.63 0.65 -1.44
B 0.33 0.56 0.04
P 1.28 1.81 1.22
C 0.27 3.36 1.01
C 2.87 2.26 0.37
O 0.60 -0.84 0.38
H -1.77 -2.46 2.49
H -0.48 -2.87 1.37
H -1.97 -3.82 1.42
H -2.43 -0.94 0.87
H -3.17 -2.32 0.13
H -1.87 -0.32 -2.21
H 0.68 -2.54 -0.84
H 0.34 -0.81 -2.87
H 1.91 -0.88 -1.99
H -0.88 0.88 0.19
H 0.91 4.23 0.89
H -0.36 3.48 1.89
H -0.39 3.27 0.15
H 3.66 2.36 1.11
H 2.79 3.21 -0.16
H 3.13 1.48 -0.34
```


# C33H53BaN4O2P2

A structure of composition C33H53BaN4O2P2 in a non-equilibrium geometry (ωB97M-V with the def2-TZVPD basis set, the Open Molecules 2025 dataset).

Summary:
F_max (eV Å⁻¹): 18.1
Energy relative to the best compared isomer or geometry (same formula, charge and spin) (kJ/mol): 751.4
Net charge: +1
Frontier orbital gap (eV): 5.545
Spin multiplicity: 1

```
95
C33H53BaN4O2P2 (ωB97M-V with the def2-TZVPD basis set)
C 2.32 1.50 -0.29
C 1.64 -0.22 -1.76
C 3.48 1.66 -0.98
C 2.78 -0.11 -2.46
C 3.72 0.86 -2.09
H 4.20 2.39 -0.64
H 2.97 -0.78 -3.31
H 4.64 0.97 -2.66
N 1.47 0.64 -0.77
P 1.06 1.23 2.32
P -1.26 -0.77 -1.86
C 1.98 2.23 1.03
H 2.92 2.59 1.49
H 1.35 3.11 0.82
C -2.15 -0.14 1.68
O -3.10 -0.49 2.39
C 0.61 -1.34 -1.93
H 0.77 -1.87 -2.87
C -2.27 -2.29 -1.80
C -1.52 0.42 -3.22
C 2.17 -0.07 2.99
C 0.31 2.39 3.48
C -2.78 -2.64 -0.37
H -3.61 -1.99 -0.07
H -3.16 -3.68 -0.40
H -2.00 -2.59 0.40
C -3.51 -2.03 -2.65
H -4.16 -1.26 -2.20
H -3.28 -1.74 -3.68
H -4.10 -2.96 -2.69
C -1.47 -3.48 -2.35
H -2.17 -4.21 -2.77
H -0.78 -3.19 -3.15
H -0.90 -3.99 -1.56
C -2.96 1.00 -3.09
H -3.34 0.92 -2.06
H -2.92 2.07 -3.34
H -3.67 0.52 -3.78
C -0.53 1.61 -3.16
H -0.39 1.99 -2.15
H 0.44 1.35 -3.59
H -0.96 2.42 -3.77
C -1.32 -0.33 -4.54
H -1.00 -1.35 -4.41
H -2.24 -0.33 -5.16
H -0.56 0.20 -5.13
C -0.60 1.62 4.48
H -1.41 2.29 4.80
H -1.06 0.74 4.02
H -0.04 1.31 5.37
C -0.58 3.44 2.76
H -0.09 3.89 1.90
H -1.53 3.01 2.43
H -0.81 4.24 3.48
C 1.44 3.13 4.18
H 1.16 4.19 4.29
H 1.62 2.76 5.21
H 2.38 3.10 3.63
C 2.74 -0.98 1.86
H 3.83 -1.04 1.90
H 2.33 -1.99 1.97
H 2.46 -0.63 0.87
C 1.33 -0.97 3.93
H 0.38 -1.25 3.45
H 1.90 -1.89 4.13
H 1.12 -0.48 4.88
C 3.34 0.58 3.72
H 3.95 1.21 3.06
H 3.03 1.16 4.59
H 4.00 -0.23 4.09
Ba -0.48 0.42 0.33
N 0.36 -1.84 0.48
C 0.79 -2.23 -0.63
C 1.51 -3.53 -0.71
C 1.19 -4.49 0.25
C 2.47 -3.80 -1.70
C 1.83 -5.74 0.22
H 0.44 -4.25 1.01
C 3.11 -5.04 -1.71
H 2.73 -3.05 -2.44
C 2.79 -6.02 -0.76
H 1.58 -6.49 0.97
H 3.86 -5.25 -2.48
H 3.29 -6.99 -0.78
C -2.29 5.44 -0.20
N -3.28 4.34 -0.15
C -2.93 3.06 -0.01
N -3.94 2.09 0.05
O -1.68 2.70 0.08
H -1.27 5.06 -0.11
H -2.48 6.12 0.63
H -2.39 5.97 -1.14
H -4.24 4.59 -0.22
H -3.68 1.12 0.17
H -4.87 2.37 -0.01
```